1.
# C37H46Cl2IrN5O2Si2

A molecular structure, C37H46Cl2IrN5O2Si2 at a distorted geometry (ωB97M-V with the def2-TZVPD basis set, OMol25).

ORCA input file:
```
! wB97M-V def2-TZVPD RIJCOSX def2/J DEFGRID3
* xyz -2 5
Ir 16.0071 10.8589 13.3668
C 14.8709 12.2622 16.5053
Si 15.6477 10.7264 15.7605
C 14.7269 9.3877 16.5540
C 17.4030 10.6270 16.4541
C 17.6087 10.5191 17.8135
C 18.8833 10.3391 18.3314
C 19.9513 10.3615 17.4888
C 19.7733 10.5493 16.1114
C 18.5105 10.6839 15.5399
Si 18.4259 11.0321 13.7118
C 19.4661 12.5530 13.5280
C 19.3466 9.8026 12.7765
H 14.4437 11.9757 17.4742
H 14.0340 12.5705 15.8533
H 15.6278 13.1068 16.5989
H 13.7280 9.3867 16.1421
H 14.6427 9.6212 17.6318
H 15.1542 8.4039 16.3779
H 16.7586 10.5308 18.5223
H 19.0863 10.1545 19.3576
H 20.9361 10.2699 17.8974
H 20.6808 10.5820 15.4998
H 20.4987 12.2122 13.5039
H 19.3501 13.2453 14.3678
H 19.2579 13.0762 12.5937
H 20.1747 10.2789 12.2846
H 18.6897 9.4126 11.9987
H 19.7158 8.9788 13.4014
N 15.8567 11.1664 7.1696
C 16.1660 10.9390 8.5054
C 16.6619 11.9829 9.3121
C 16.8956 11.8053 10.6393
N 16.4631 10.6712 11.2892
C 16.1147 9.6005 10.5089
C 15.9429 9.6857 9.1423
H 16.2298 11.9917 6.7458
H 15.6257 10.4007 6.5446
H 16.9227 12.9416 8.8616
H 17.4322 12.5672 11.2272
H 15.9985 8.7033 11.0702
H 15.5556 8.8642 8.5446
Cl 10.4323 14.2783 13.6206
C 10.1068 13.3209 15.0022
C 9.6866 13.9511 16.1522
C 9.4862 13.2199 17.3156
C 9.7071 11.8232 17.3660
C 10.1187 11.1562 16.2122
Cl 10.5438 9.4785 16.3133
C 10.3415 11.8787 15.0048
N 10.7404 11.2578 13.8270
C 10.1353 10.1340 13.3107
C 8.7650 9.9453 13.4667
C 8.1306 8.8136 12.9115
C 8.8438 7.9072 12.2014
C 10.1897 8.1551 11.8991
C 10.8407 9.2436 12.4250
C 12.2386 9.5316 12.0369
C 13.2880 9.4390 13.2135
O 13.3438 8.5106 13.9947
O 14.0537 10.4403 13.0938
H 9.4539 15.0027 16.1850
H 9.1127 13.7090 18.2068
H 9.6473 11.2588 18.2708
H 11.5906 11.6174 13.4081
H 8.2091 10.6713 14.0385
H 7.0510 8.6879 13.1102
H 8.4017 6.9554 11.8372
H 10.7483 7.5009 11.2316
H 12.3694 10.5415 11.5770
H 12.5821 8.7892 11.2808
C 16.9373 14.5456 14.6207
C 15.8005 14.1566 13.6206
C 16.0882 14.6582 12.2033
C 14.6292 14.9096 14.3353
C 15.2901 12.7387 13.4209
H 16.5475 14.9558 15.5646
H 17.5262 15.3602 14.1862
H 17.5876 13.6961 14.8625
H 16.3011 15.7375 12.1704
H 15.2016 14.4802 11.5736
H 16.9040 14.1541 11.6980
H 14.7989 15.9736 14.3616
H 14.5431 14.5790 15.3956
H 13.6583 14.7273 13.8845
H 14.2454 12.8283 13.0449
N 15.9022 5.5427 13.4331
C 16.4280 5.8441 14.7025
C 17.1504 7.0095 14.5058
N 17.0066 7.4788 13.2434
C 16.3001 6.5506 12.5990
H 15.2963 4.7970 13.2025
H 16.2845 5.2672 15.6344
H 17.6816 7.5681 15.2737
H 16.0806 6.5522 11.5414
*
```

E_LUMO (spin up / spin down) ... 3.87 / 3.86 eV
E_tot ... -3465.3404 a.u.
HOMO energy (spin up / spin down) ... 2.19 / -2.35 eV

---

2.
# C37H46O8P2W

A molecular structure, C37H46O8P2W at a distorted geometry (ωB97M-V with the def2-TZVPD basis set, OMol25).

ORCA input file:
```
! wB97M-V def2-TZVPD RIJCOSX def2/J DEFGRID3
* xyz 4 1
W 0.2389 0.3751 0.1906
C -2.5694 0.1898 -1.4398
C -2.7496 -0.8929 -0.4183
O -1.7139 -0.6759 0.5795
C -1.8445 -1.6131 1.7032
C -1.8085 -0.7721 2.9399
O -0.6312 0.0323 2.8458
C 0.3690 -0.3150 3.8149
C 1.0743 -1.5910 3.4171
O 1.7045 -1.4383 2.1293
C 2.9467 -0.7490 2.2107
C 2.8060 0.7333 1.7894
O 1.4544 1.0020 1.3796
C 1.1432 1.6473 -1.3531
C 1.7885 -0.7738 -0.7080
O 0.5112 -1.3893 -0.7763
C -0.0664 -1.8554 -2.0632
C -0.6753 -0.6395 -2.7435
O -1.1532 0.2826 -1.7387
H -2.8445 1.1621 -1.0455
H -3.1368 -0.0039 -2.3490
H -2.6335 -1.8995 -0.8224
H -3.7262 -0.8183 0.0609
H -1.0126 -2.3149 1.6361
H -2.7808 -2.1590 1.5998
H -1.8171 -1.3992 3.8328
H -2.6688 -0.1025 2.9872
H -0.0900 -0.4131 4.8008
H 1.0621 0.5262 3.8615
H 0.3850 -2.4288 3.3252
H 1.8206 -1.8724 4.1617
H 3.6607 -1.2570 1.5637
H 3.3408 -0.7944 3.2253
H 3.4496 0.9878 0.9440
H 3.0156 1.4254 2.6024
H 2.1274 1.9044 -0.9573
H 1.2692 1.0910 -2.2747
H 2.4308 -1.3513 -0.0563
H 2.2292 -0.5338 -1.6691
H -0.7771 -2.6252 -1.7796
H 0.7444 -2.3053 -2.6325
H -1.4965 -0.9398 -3.3936
H 0.0521 -0.1088 -3.3515
O 0.4280 2.8147 -1.7125
P 0.7853 4.2971 -1.1919
C -0.6436 4.7124 -0.1695
P -1.5545 3.3803 0.6774
O -0.7506 2.0225 0.4970
C -1.6236 3.7541 2.3995
C -2.5532 4.7088 2.8327
C -2.5432 5.1202 4.1541
C -1.6122 4.5885 5.0391
C -0.6850 3.6453 4.6083
C -0.6823 3.2246 3.2895
C -3.1694 3.2566 -0.0222
C -4.1867 2.6912 0.7620
C -5.4519 2.5214 0.2289
C -5.7125 2.9127 -1.0809
C -4.7086 3.4693 -1.8664
C -3.4389 3.6441 -1.3433
C 2.2694 4.3354 -0.2522
C 2.2601 4.3504 1.1476
C 3.4586 4.4171 1.8361
C 4.6612 4.4633 1.1354
C 4.6756 4.4390 -0.2555
C 3.4820 4.3839 -0.9558
C 0.8241 5.3501 -2.5940
C 1.3996 6.6184 -2.4274
C 1.3645 7.5187 -3.4769
C 0.7684 7.1575 -4.6804
C 0.2048 5.8970 -4.8455
C 0.2216 4.9864 -3.8018
H -1.3338 5.2266 -0.8421
H -0.3478 5.4458 0.5855
H -3.2822 5.1294 2.1500
H -3.2611 5.8537 4.4951
H -1.6081 4.9121 6.0717
H 0.0312 3.2417 5.3120
H 0.0280 2.4822 2.9501
H -3.9936 2.4141 1.7917
H -6.2465 2.1101 0.8374
H -6.7103 2.8009 -1.4854
H -4.9243 3.7840 -2.8786
H -2.6717 4.0756 -1.9758
H 1.3274 4.3480 1.7016
H 3.4613 4.4738 2.9169
H 5.5948 4.5418 1.6779
H 5.6139 4.4960 -0.7907
H 3.4901 4.4126 -2.0398
H 1.8829 6.8966 -1.4974
H 1.8095 8.4977 -3.3633
H 0.7500 7.8628 -5.5008
H -0.2403 5.6258 -5.7929
H -0.2060 4.0006 -3.9332
*
```

E_LUMO ... -12.88 eV
E_tot ... -2787.8000 a.u.
HOMO energy ... -18.84 eV

---

3.
# C37H47CuO7SSi2

A molecular structure, C37H47CuO7SSi2 (ωB97M-V with the def2-TZVPD basis set, OMol25).

ORCA input file:
```
! wB97M-V def2-TZVPD RIJCOSX def2/J DEFGRID3
* xyz -2 1
Cu 0.1579 1.3660 -1.3392
C 2.8756 0.6733 -1.6969
C 2.2953 -0.5623 -2.3755
C 2.9618 -1.8148 -1.8050
C 2.5497 -0.4579 -3.8814
O 0.8673 -0.5628 -2.1083
Si -0.2723 -1.7983 -2.2632
S -2.1401 -1.0264 -2.3056
O 0.0910 -2.9234 -1.0780
C -0.5202 -3.2210 0.1872
C -0.9131 -1.9457 0.9213
C -1.7458 -4.1127 -0.0162
C 0.5425 -3.9766 0.9813
O 0.2994 -2.5979 -3.6222
C -0.0664 -3.8089 -4.2602
C 0.8210 -4.9253 -3.7004
C -1.5376 -4.1950 -4.0845
C 0.2242 -3.6084 -5.7466
H 3.9586 0.7036 -1.8518
H 2.6633 0.6605 -0.6242
H 2.4353 1.5852 -2.1184
H 4.0188 -1.8257 -2.0845
H 2.4817 -2.7190 -2.1808
H 2.8866 -1.8194 -0.7126
H 3.6178 -0.3093 -4.0700
H 1.9966 0.4001 -4.2782
H 2.2050 -1.3556 -4.3917
H -1.7657 -1.4745 0.4279
H -0.0878 -1.2301 0.9059
H -1.1785 -2.1593 1.9623
H -2.4664 -3.5882 -0.6477
H -2.2143 -4.3460 0.9469
H -1.4526 -5.0467 -0.5071
H 1.3989 -3.3192 1.1655
H 0.8864 -4.8449 0.4117
H 0.1428 -4.3100 1.9434
H 0.7442 -4.9246 -2.6098
H 1.8679 -4.7574 -3.9759
H 0.5042 -5.9008 -4.0859
H -1.7415 -4.4877 -3.0500
H -1.7759 -5.0336 -4.7471
H -2.1839 -3.3460 -4.3114
H 1.2863 -3.3920 -5.8966
H -0.3578 -2.7595 -6.1157
H -0.0420 -4.5037 -6.3164
O 0.7017 1.3480 0.5842
Si 0.5983 1.5101 2.1406
C 2.0601 0.6358 3.0011
C 2.4351 0.8332 4.3340
C 3.5029 0.1424 4.9003
C 4.2349 -0.7574 4.1329
C 3.8958 -0.9550 2.7984
C 2.8220 -0.2651 2.2461
C 0.6945 3.3072 2.7466
C -0.3955 3.9649 3.3255
C -0.3350 5.3158 3.6579
C 0.8254 6.0392 3.4150
C 1.9241 5.4053 2.8425
C 1.8537 4.0575 2.5142
C -0.9948 0.8115 2.8922
C -1.1089 0.3284 4.1999
C -2.3020 -0.2096 4.6710
C -3.4117 -0.2780 3.8340
C -3.3200 0.1961 2.5304
C -2.1243 0.7324 2.0692
H 1.8926 1.5549 4.9436
H 3.7649 0.3049 5.9400
H 5.0714 -1.2907 4.5703
H 4.4707 -1.6443 2.1890
H 2.5575 -0.4057 1.2015
H -1.3135 3.4132 3.5059
H -1.1978 5.8079 4.0939
H 0.8704 7.0961 3.6573
H 2.8288 5.9689 2.6406
H 2.7118 3.5747 2.0524
H -0.2491 0.3637 4.8657
H -2.3658 -0.5836 5.6872
H -4.3429 -0.6967 4.1984
H -4.1742 0.1382 1.8641
H -2.0578 1.0883 1.0442
O -2.6140 6.0511 -0.9447
C -3.0538 4.7911 -1.0767
C -4.3755 4.5036 -0.7266
C -4.8791 3.2220 -0.8848
C -4.0748 2.2071 -1.3919
C -2.7554 2.4901 -1.7135
C -2.2161 3.7637 -1.5562
C -0.7784 4.0744 -1.9275
O -0.4516 5.2943 -1.9274
O 0.0041 3.1409 -2.2436
H -1.6552 5.9960 -1.2893
H -4.9894 5.3068 -0.3330
H -5.9110 3.0158 -0.6154
H -4.4491 1.1994 -1.5401
H -2.1419 1.6927 -2.1139
*
```

E_LUMO ... 4.32 eV
E_tot ... -4582.8674 a.u.
HOMO energy ... -2.09 eV

---

4.
# C37H48Br2GeMoN7O3Se

A molecular structure, C37H48Br2GeMoN7O3Se at a distorted geometry (ωB97M-V with the def2-TZVPD basis set, OMol25).

ORCA input file:
```
! wB97M-V def2-TZVPD RIJCOSX def2/J DEFGRID3
* xyz 3 3
Mo -0.2627 -0.5700 -0.6000
C 3.0093 -1.3811 -1.3520
C 2.0747 -1.5500 -2.4969
C 2.4980 -2.2146 -3.6439
C 1.6394 -2.3660 -4.7221
C 0.3761 -1.8025 -4.6381
C 0.0017 -1.1341 -3.4750
N 0.8275 -1.0437 -2.3888
C -1.2452 -0.3933 -3.3358
C -2.2427 -0.2686 -4.3045
C -3.2660 0.6463 -4.1062
C -3.1968 1.5100 -3.0206
C -2.1865 1.3247 -2.0871
N -1.3138 0.2921 -2.1633
C -1.7782 2.3653 -1.1395
C -2.6027 3.2224 -0.4252
C -2.0017 4.3018 0.2125
C -0.6369 4.4929 0.0911
C 0.1297 3.5405 -0.5917
C 1.6104 3.6330 -0.7101
N -0.4466 2.5055 -1.1762
H 4.0429 -1.4080 -1.6891
H 2.8885 -2.1891 -0.6272
H 2.8193 -0.4323 -0.8411
H 3.5034 -2.6051 -3.6990
H 1.9581 -2.8885 -5.6104
H -0.3047 -1.8739 -5.4702
H -2.2379 -0.8619 -5.2038
H -4.0611 0.7412 -4.8271
H -3.8768 2.3416 -2.9350
H -3.6647 3.0468 -0.3605
H -2.6055 4.9874 0.7853
H -0.1537 5.3562 0.5179
H 1.8654 4.0692 -1.6751
H 2.0370 2.6307 -0.6537
H 2.0216 4.2587 0.0753
C -3.8301 -1.3907 -0.8402
C -3.3753 -0.7488 0.4326
C -4.3442 -0.6509 1.4485
C -4.0627 -0.0375 2.6383
C -2.8053 0.5682 2.8002
C -2.4559 1.3532 3.9255
Br -3.6160 1.4651 5.4203
C -1.2784 2.0687 3.9268
C -0.4107 1.9923 2.8462
Br 1.1423 3.0484 2.8253
C -0.6385 1.1536 1.7464
O 0.1606 1.0884 0.7280
C -1.8676 0.4334 1.7359
N -2.1372 -0.2732 0.5883
H -4.8557 -1.0795 -1.0303
H -3.8498 -2.4765 -0.7351
H -3.2252 -1.1097 -1.6971
H -5.3265 -1.0628 1.2747
H -4.7985 0.0196 3.4274
H -1.0386 2.7072 4.7612
O 0.8102 -1.2348 0.4904
O 1.7144 -1.5548 1.3058
C -0.4914 -3.5181 1.5566
N 0.1290 -3.8697 0.2904
C 1.3099 -4.7036 0.4180
C -0.5421 -3.7076 -0.8761
N -1.0140 -2.4923 -1.1820
N -0.6870 -4.7401 -1.7162
C -1.0967 -4.6017 -3.0996
C -0.6280 -6.1246 -1.2810
H -1.2973 -2.8005 1.3982
H -0.9032 -4.4183 2.0244
H 0.2522 -3.0967 2.2350
H 2.0170 -4.1676 1.0540
H 1.7629 -4.8679 -0.5564
H 1.1085 -5.6645 0.8952
H -1.6854 -2.5656 -1.9427
H -0.8132 -3.6355 -3.5083
H -2.1731 -4.7543 -3.2144
H -0.5940 -5.3706 -3.6834
H 0.2875 -6.6090 -1.6240
H -1.4748 -6.6556 -1.7165
H -0.7048 -6.1957 -0.2018
C 7.7957 2.4430 1.9646
Ge 6.1625 2.4491 0.8465
C 6.0697 0.9833 -0.4979
C 5.6640 4.2077 0.0760
C 4.5869 2.0634 2.2299
Se 3.4646 0.6162 1.7900
C 4.3784 -0.7818 2.7654
H 8.6585 2.6236 1.3265
H 7.9416 1.4945 2.4751
H 7.7484 3.2394 2.7027
H 6.8421 1.1317 -1.2472
H 5.1052 0.9873 -1.0008
H 6.2375 0.0098 -0.0450
H 6.4604 4.5467 -0.5826
H 5.5441 4.9487 0.8615
H 4.7445 4.1472 -0.4994
H 4.0064 2.9808 2.2239
H 5.0530 1.9177 3.2007
H 5.3343 -0.9983 2.2950
H 3.7469 -1.6653 2.7531
H 4.5466 -0.4534 3.7888
*
```

E_LUMO (spin up / spin down) ... -9.08 / -9.77 eV
E_tot ... -11741.3448 a.u.
HOMO energy (spin up / spin down) ... -14.46 / -14.46 eV

---

5.
# C37H48BrFNO15PS2

4 unconnected molecules or ions with the total composition C37H48BrFNO15PS2 at a distorted geometry (ωB97M-V with the def2-TZVPD basis set, OMol25).

ORCA input file:
```
! wB97M-V def2-TZVPD RIJCOSX def2/J DEFGRID3
* xyz 0 1
C -0.1976 2.7472 -6.1427
C 0.2416 2.2125 -4.7749
C 0.5840 3.3426 -3.7966
Br 2.3480 4.0024 -4.3511
C 0.6102 2.7984 -2.3456
O 1.5038 1.7217 -2.3469
C -0.8051 2.3176 -1.8810
C -1.9433 3.2614 -2.3277
C -2.6825 2.9561 -3.6457
C -3.0818 1.4866 -3.8600
C -3.9740 3.7994 -3.6026
C -0.8340 1.9714 -0.3533
C 0.0702 0.7147 -0.1168
O 1.3888 1.0474 0.2989
C 2.0106 -0.0142 0.9683
O 2.0255 -1.1770 0.2005
C 1.3248 -2.3066 0.7031
C 2.1973 -3.5422 0.5830
O 3.0847 -3.7158 1.6890
C -2.2338 1.4526 0.0235
O -2.4470 0.2542 -0.7580
N -3.5703 -0.4577 -0.1928
O -4.5637 -0.1696 -0.7140
C -0.4401 3.1319 0.5861
C -0.3345 2.6669 2.0726
C 1.0294 2.8592 2.7194
C 1.0792 2.1126 4.0704
F 1.2138 4.2160 2.9798
P -1.6246 4.5986 0.6624
S -3.3338 4.2782 1.5396
O 0.8663 3.6784 0.2678
S 1.2111 4.1150 -1.2202
O 0.5355 5.3335 -1.5595
O 2.6387 4.1342 -1.2532
H -0.7954 3.6556 -6.0563
H 0.6615 2.9847 -6.7625
H -0.8243 2.0107 -6.6431
H -0.4888 1.5250 -4.3599
H 1.1626 1.6597 -4.9413
H -0.0626 4.2038 -3.9095
H 2.1791 1.8327 -1.6675
H -0.9116 1.3507 -2.3670
H -2.7080 3.3816 -1.5634
H -1.5181 4.2606 -2.4393
H -2.1264 3.3543 -4.4914
H -2.8051 0.8330 -3.0398
H -2.5730 1.0975 -4.7461
H -4.1425 1.4014 -4.0818
H -3.7691 4.8515 -3.4068
H -4.5773 3.6583 -4.4957
H -4.5732 3.4439 -2.7591
H -0.3752 0.0667 0.6454
H 0.1258 0.1194 -1.0228
H 1.5157 -0.1648 1.9379
H 3.0400 0.3038 1.1347
H 1.0621 -2.1884 1.7580
H 0.4129 -2.4826 0.1276
H 2.8323 -3.4014 -0.2965
H 1.5850 -4.4313 0.4571
H 2.9932 -2.9798 2.2918
H -3.0389 2.1411 -0.2026
H -2.2880 1.1766 1.0761
H -0.6153 1.6245 2.1703
H -1.0262 3.2244 2.7071
H 1.8371 2.4771 2.1091
H 1.2214 2.8234 4.8785
H 0.1286 1.6175 4.2691
H 1.8602 1.3571 4.0778
H -0.8525 5.5216 1.3821
H -1.7753 5.1736 -0.5970
O -2.3076 2.9669 4.8728
C -2.1741 3.2808 6.0367
C -1.0872 4.1957 6.4669
C -0.9399 4.5387 7.7435
C -1.8583 4.0231 8.7908
O -1.7254 4.3364 9.9529
C -2.9477 3.1109 8.3582
C -3.0948 2.7685 7.0814
H -0.4330 4.5641 5.6864
H -0.1553 5.2041 8.0804
H -3.6059 2.7483 9.1373
H -3.8818 2.1066 6.7430
O 0.8749 -10.8967 1.0476
C 0.6544 -9.7050 1.0548
C -0.7353 -9.1847 0.9514
C -0.9833 -7.8784 0.9533
C 0.1199 -6.8925 1.0615
O -0.0987 -5.6969 1.0561
C 1.5051 -7.4071 1.1693
C 1.7515 -8.7140 1.1647
H -1.5203 -9.9261 0.8731
H -1.9848 -7.4745 0.8753
H 2.2869 -6.6682 1.2548
H 2.7545 -9.1136 1.2388
O 3.5853 -6.7002 -0.6627
C 3.6608 -6.2130 -1.7717
C 4.5867 -5.0896 -2.0551
C 4.6641 -4.5511 -3.2690
C 3.8281 -5.0529 -4.3894
O 3.8984 -4.5650 -5.4951
C 2.9004 -6.1777 -4.1024
C 2.8237 -6.7154 -2.8885
H 5.1845 -4.7401 -1.2226
H 5.3310 -3.7303 -3.5000
H 2.2998 -6.5268 -4.9326
H 2.1557 -7.5356 -2.6562
*
```

E_LUMO ... -1.73 eV
E_tot ... -6433.3708 a.u.
HOMO energy ... -8.95 eV
Structure (SMILES) ... CC[C@H](Br)[C@]1(O)[C@H](CC(C)C)[C@](COCOCCO)(CON=O)[C@](C[C@H](C)F)([PH2]=S)OS1(=O)=O.O=C1C=CC(=O)C=C1.O=C1C=CC(=O)C=C1.O=C1C=CC(=O)C=C1